20
Properties=species:S:1:pos:R:3:forces:R:3:mulliken_charge:R:1 method="wB97M-V/def2-TZVPD" de_lowest_kcal_mol=164.7 total_charge=+1
C -0.402063 -0.431795 1.804150 0.76 0.57 -1.17 -0.28
C 0.089141 0.515497 0.696004 1.81 1.36 -0.58 -0.99
C -0.364773 0.258122 -0.726283 -2.81 -1.72 0.37 0.04
C -0.323589 1.365528 -1.618281 -0.26 -0.21 2.95 -0.36
C 1.907572 -0.891158 -1.293257 3.53 -0.19 -1.18 -0.77
N 0.511287 -1.009498 -1.411188 -3.60 2.46 -0.73 -0.20
N -1.487367 0.215278 2.467635 -0.66 -2.09 2.86 -0.60
H -0.751191 -1.266483 1.177716 0.42 -0.80 0.81 0.30
H 0.464520 -0.672959 2.543233 -1.61 0.15 -1.43 0.26
H 1.168275 0.388094 0.485641 -0.10 0.58 1.15 0.41
H -0.115215 1.604241 0.912332 0.35 -1.11 0.23 0.47
H -1.097661 1.529578 -2.327211 0.00 -0.14 -1.34 0.36
H 0.167002 2.206124 -1.152837 0.94 0.58 -1.00 0.34
H 2.374935 -1.141858 -0.284489 -1.11 0.35 -1.28 0.29
H 2.462502 -1.539037 -2.067691 -1.30 0.14 1.12 0.34
H 2.305963 0.052342 -1.697443 0.03 0.12 0.73 0.36
H 0.061171 -0.758145 -2.331892 1.65 -1.70 0.21 0.33
H -2.083444 -0.484417 2.977939 0.87 1.18 -0.62 0.24
H -2.088374 0.821773 1.986535 -0.57 0.77 -1.14 0.18
H -1.473664 -0.076871 -0.790957 1.67 -0.30 0.03 0.29

19
Properties=species:S:1:pos:R:3:forces:R:3:mulliken_charge:R:1 method="wB97M-V/def2-TZVPD" de_lowest_kcal_mol=69.7 smiles=NCCNCCO
N 1.361081 0.234106 -1.754003 2.45 -0.09 -0.94 -0.61
C 1.925212 0.351160 -0.309686 -1.46 0.96 -2.59 -0.39
C 1.270923 -0.742040 0.560467 -1.46 3.02 1.38 -0.65
N -0.253093 -0.750858 0.230370 2.19 -0.88 0.41 -0.48
C -0.930857 0.539759 0.126146 -0.65 0.58 2.27 -0.21
C -2.280509 0.457459 1.000163 -0.21 -0.08 -0.84 -0.36
O -2.944829 -0.775742 0.572180 1.79 -0.85 0.35 -0.56
H 1.341348 -0.763919 -1.928183 -0.31 -0.35 -0.13 0.17
H 2.127324 0.490246 -2.488867 -1.64 -0.09 1.92 0.27
H 3.000568 0.479405 -0.455566 0.00 -0.46 1.04 0.40
H 1.460222 1.324710 -0.014242 1.00 -0.74 0.19 0.15
H 1.369683 -0.270685 1.625172 -0.22 -1.45 -1.53 0.27
H 1.706203 -1.737182 0.522621 -0.20 0.02 -0.13 0.36
H -0.320479 -1.197828 -0.674258 -0.02 -0.02 0.04 0.32
H -1.180296 0.698204 -0.927524 0.01 0.52 0.37 0.29
H -0.294765 1.362713 0.585478 -0.84 -0.82 -0.89 0.17
H -2.127737 0.507235 2.163227 -0.02 -0.27 -2.17 0.22
H -2.998814 1.326484 0.695670 1.29 -1.56 0.59 0.27
H -2.231185 -1.533228 0.470835 -1.69 2.58 0.65 0.36

111
Properties=species:S:1:pos:R:3:forces:R:3:lowdin_spin:R:1 method="wB97M-V/def2-TZVPD" de_lowest_kcal_mol=0.0 multiplicity=3 total_charge=+4
Au 0.297508 0.879928 0.272726 0.00 0.01 0.19 0.39
C 1.743587 1.568173 5.609063 0.00 0.01 0.00 0.05
N 0.465807 0.990094 5.253593 -0.09 0.03 -0.18 0.47
C -0.563044 0.826736 6.247549 0.02 0.02 -0.01 0.06
C -1.788373 0.416071 5.454839 0.04 0.00 0.02 0.03
N -1.293698 0.349803 4.098775 -0.10 -0.08 -0.10 0.25
C -2.089636 -0.217467 3.030619 0.05 0.03 0.03 0.03
C 0.033604 0.624993 3.950380 -0.07 0.10 0.26 0.03
N 0.689976 0.538732 2.858153 0.20 -0.05 -0.24 0.05
C 2.149698 0.407389 2.830757 0.05 -0.07 0.12 0.00
C 2.534461 -0.552463 1.720000 -0.01 0.02 0.00 0.00
N 2.209917 0.070856 0.439664 -0.04 0.00 -0.18 0.04
C 3.125415 0.065001 -0.535698 0.05 -0.07 -0.17 0.01
N 3.296197 1.103932 -1.393477 -0.07 -0.01 0.06 0.01
C 3.000136 2.490867 -1.055250 0.03 -0.02 0.05 0.00
C 4.414381 0.825003 -2.312708 0.00 -0.01 -0.04 0.00
C 4.959748 -0.523462 -1.826795 0.01 0.01 0.00 0.00
N 3.969739 -0.928085 -0.821572 0.09 0.06 0.16 0.00
C 3.975397 -2.282595 -0.283243 -0.07 -0.01 -0.06 0.00
H 1.590795 2.261935 6.433333 -0.01 0.03 0.03 0.01
H 2.174759 2.076346 4.753814 0.00 0.04 0.01 0.01
H 2.423511 0.781302 5.952378 0.01 -0.01 0.01 0.03
H -0.680386 1.769070 6.792343 -0.02 0.03 0.01 0.03
H -0.249764 0.076538 6.986611 0.00 -0.02 -0.02 0.03
H -2.598938 1.144046 5.546216 0.01 0.03 -0.02 0.02
H -2.180484 -0.560961 5.749980 -0.02 0.01 0.01 0.02
H -3.139670 0.004878 3.206765 0.01 -0.03 0.01 0.00
H -1.949752 -1.302061 3.001879 0.02 -0.01 0.00 0.02
H -1.770028 0.207511 2.080804 -0.05 -0.07 0.11 0.00
H 2.541876 -0.003434 3.764167 -0.08 0.01 -0.02 0.00
H 2.636285 1.368559 2.641911 -0.04 0.00 0.02 0.00
H 2.012561 -1.501639 1.864135 0.01 -0.01 0.01 0.00
H 3.606125 -0.735890 1.794226 0.01 0.00 -0.02 0.00
H 2.621263 2.549373 -0.035352 -0.02 -0.01 -0.01 0.00
H 2.270129 2.929137 -1.733458 -0.04 0.01 -0.05 0.00
H 3.914915 3.081663 -1.113500 0.00 0.00 0.01 0.00
H 5.157498 1.617188 -2.236838 -0.01 0.01 0.01 0.00
H 4.070217 0.792647 -3.346446 -0.01 -0.01 0.00 0.00
H 5.950743 -0.444827 -1.379230 0.00 0.01 0.00 0.00
H 5.003779 -1.268269 -2.619611 0.00 0.00 0.01 0.00
H 4.453937 -2.931507 -1.013370 -0.04 -0.01 -0.01 0.00
H 2.956717 -2.633220 -0.125242 0.00 0.02 0.03 0.00
H 4.537397 -2.358098 0.646340 0.03 0.00 0.00 0.00
O -0.205601 -1.738939 -1.401288 0.04 -0.25 0.11 0.03
N -0.251897 -0.639624 -1.774945 0.15 0.26 -0.28 0.12
F 0.085250 5.717764 -5.338773 0.00 0.00 0.01 0.00
C -0.884994 6.119223 -4.507160 0.02 0.01 0.00 0.00
F -0.606959 7.350705 -4.091963 -0.01 -0.01 0.00 0.00
F -2.031718 6.148444 -5.192654 -0.01 -0.01 0.00 0.00
C -1.015934 5.168189 -3.331382 0.00 0.00 0.00 0.00
C -0.405880 3.923516 -3.371500 0.00 0.01 0.00 0.00
C -0.566820 3.048901 -2.309135 0.03 -0.02 0.00 0.01
C -1.325798 3.418900 -1.200791 -0.05 0.05 0.02 0.02
C -1.921658 4.680913 -1.162470 0.00 0.00 0.00 0.00
C -1.770999 5.551059 -2.230259 0.00 0.00 0.01 0.00
P -1.593202 2.232307 0.132120 0.12 0.06 -0.02 0.07
C -3.180580 1.434318 -0.145477 0.00 -0.01 -0.03 0.01
C -3.269240 0.053460 -0.306447 -0.01 -0.02 0.11 0.00
C -4.495276 -0.544830 -0.555078 -0.01 -0.02 0.02 0.00
C -5.632249 0.243372 -0.649530 -0.01 0.00 -0.01 0.00
C -5.556348 1.622654 -0.492643 -0.01 0.00 0.00 0.00
C -4.332701 2.219674 -0.240305 -0.01 -0.01 -0.08 0.00
C -6.984352 -0.410858 -0.872494 -0.01 -0.02 -0.01 0.00
F -6.843062 -1.590684 -1.486210 0.01 0.02 0.00 0.00
F -7.770489 0.363668 -1.615913 0.01 0.01 0.00 0.00
F -7.581026 -0.619714 0.304104 0.00 0.00 0.00 0.00
C -1.677849 3.177984 1.662208 0.01 -0.01 0.08 0.01
C -2.689356 2.961204 2.599548 -0.03 0.12 -0.08 0.01
C -2.683993 3.669386 3.789491 0.01 0.03 0.02 0.00
C -1.656537 4.567528 4.054950 -0.01 -0.01 0.01 0.01
C -0.650736 4.795120 3.125722 -0.01 0.00 0.00 0.00
C -0.662417 4.100388 1.926824 -0.05 -0.03 -0.02 0.01
C -1.663341 5.290578 5.385663 0.05 -0.01 0.09 0.00
F -2.756590 6.022662 5.536635 -0.02 0.00 -0.02 0.00
F -0.590730 6.062527 5.536362 -0.04 -0.02 -0.02 0.00
F -1.646188 4.369188 6.384925 0.04 -0.05 -0.04 0.00
H 0.203483 3.666963 -4.228515 0.00 0.01 0.01 0.00
H -0.078128 2.078628 -2.322229 0.03 0.00 0.00 0.00
H -2.496721 4.996408 -0.300769 0.00 0.01 0.00 0.00
H -2.232200 6.530195 -2.204522 0.00 0.00 0.00 0.00
H -2.387327 -0.565442 -0.199786 0.05 -0.03 0.00 0.00
H -4.576194 -1.618226 -0.666451 0.00 0.00 0.00 0.00
H -6.451352 2.225927 -0.572409 0.00 0.00 0.00 0.00
H -4.284516 3.295582 -0.123828 0.00 0.00 -0.01 0.00
H -3.503237 2.279881 2.385193 0.01 0.02 -0.01 0.00
H -3.491838 3.549038 4.500897 -0.01 0.00 0.02 0.00
H 0.119962 5.526478 3.328256 0.01 0.00 0.01 0.00
H 0.104574 4.303286 1.187361 0.01 -0.02 0.01 0.00
C -2.331008 -0.019946 -3.960028 0.01 0.02 -0.02 0.00
As -0.497821 -0.570854 -3.882695 -0.14 0.00 0.11 0.04
C -0.307175 -2.422963 -4.318618 -0.03 0.01 -0.02 0.01
C 0.706128 0.575787 -4.909640 0.02 -0.08 0.07 0.01
C 0.046124 0.578297 -6.257177 -0.01 0.00 -0.07 0.01
C -0.893784 1.562660 -6.576808 0.03 -0.02 0.01 0.01
C -1.495638 1.561298 -7.822548 0.00 -0.02 -0.03 0.00
C -1.174537 0.572126 -8.748408 0.00 0.00 0.01 0.01
C -0.243591 -0.411169 -8.434173 -0.02 0.01 -0.01 0.00
C 0.365169 -0.412802 -7.189816 0.00 0.03 0.03 0.01
H -2.659073 -0.104227 -4.996439 0.00 0.00 0.00 0.00
H -2.420056 1.012720 -3.624660 0.00 0.00 -0.01 0.00
H -2.917419 -0.685221 -3.327517 0.00 0.00 0.00 0.00
H -0.581664 -2.535280 -5.368244 0.00 0.00 0.00 0.00
H -0.982955 -3.011353 -3.700604 0.00 0.00 0.00 0.00
H 0.723978 -2.737351 -4.167975 0.00 0.00 0.00 0.00
H 1.679259 0.087218 -4.902493 0.02 0.02 0.01 0.00
H 0.764291 1.550232 -4.431969 -0.01 0.00 -0.02 0.00
H -1.131598 2.346026 -5.864301 0.00 0.00 0.00 0.00
H -2.203628 2.336288 -8.083087 0.00 0.00 0.00 0.00
H -1.642084 0.577444 -9.723878 0.00 0.00 0.00 0.00
H 0.018940 -1.163269 -9.165580 0.00 0.00 0.00 0.00
H 1.118699 -1.159249 -6.960801 0.00 0.00 0.00 0.00

8
Properties=species:S:1:pos:R:3:forces:R:3:mulliken_charge:R:1 method="wB97M-V/def2-TZVPD" de_lowest_kcal_mol=4.4 smiles=BrCCBr
Br 1.944718 -1.434685 0.376151 -0.96 0.91 -0.11 -0.15
C 0.232108 -0.413875 0.595981 -0.90 -0.26 0.06 -0.59
C -0.220802 0.425205 -0.601139 1.00 0.06 -0.26 -0.56
Br -1.994302 1.279535 -0.369549 0.80 -0.54 0.15 -0.14
H 0.297018 0.228145 1.474441 0.39 -0.21 -0.06 0.37
H -0.508162 -1.186995 0.801861 0.17 0.01 0.01 0.36
H -0.247922 -0.130755 -1.538299 -0.24 -0.09 0.25 0.37
H 0.497348 1.233425 -0.739449 -0.26 0.12 -0.03 0.35

60
Properties=species:S:1:pos:R:3:forces:R:3:mulliken_charge:R:1 method="wB97M-V/def2-TZVPD" de_lowest_kcal_mol=24.1 smiles=ClCCl.ClCCl.ClCCl.ClCCl.ClCCl.ClCCl.ClCCl.ClCCl.ClCCl.ClCCl.ClCCl.ClCCl
Cl -18.034330 17.571310 12.162210 -0.20 -0.62 -0.53 -0.15
C -18.814030 15.973270 11.919240 -0.54 -0.19 1.24 -0.06
Cl -17.723120 14.606940 12.368620 -0.60 0.71 -0.55 0.02
H -19.636310 15.938480 12.633910 0.36 0.06 0.13 0.03
H -19.323410 15.807040 10.970030 0.95 0.26 -0.38 0.16
Cl -23.265570 17.033150 12.318070 0.21 -0.35 0.57 -0.12
C -23.257810 15.564770 13.377800 0.62 0.78 -1.05 -0.44
Cl -21.816930 14.470750 12.957790 -1.53 0.78 0.57 -0.07
H -23.153320 15.939820 14.395890 0.08 -0.48 -0.19 0.35
H -24.237730 15.153830 13.134940 0.57 -0.74 0.35 0.29
Cl -18.543670 17.546190 5.474540 -0.66 -0.07 0.47 -0.15
C -20.204160 17.865680 6.113880 0.50 0.29 -0.37 0.10
Cl -21.380610 17.209950 4.959470 -0.03 0.23 0.42 -0.17
H -20.366360 17.449300 7.108080 0.26 -0.35 -0.31 0.02
H -20.271600 18.950860 6.190920 -0.28 -0.19 -0.30 0.20
Cl -21.827160 15.927740 9.528570 0.00 -0.98 -0.41 -0.13
C -22.422280 14.243870 9.177390 0.68 0.55 -1.23 -0.01
Cl -23.837110 13.866570 10.091100 -0.46 -0.31 0.52 -0.14
H -22.698740 14.193220 8.124250 -0.04 0.44 0.12 0.33
H -21.617950 13.514460 9.272920 -0.04 0.26 0.74 -0.04
Cl -14.430200 18.181000 6.097680 -0.10 -0.27 -0.41 -0.18
C -15.879550 18.514120 7.044750 -0.12 0.01 0.09 0.21
Cl -15.376430 19.217430 8.572870 -0.18 0.26 0.52 -0.14
H -16.515000 19.215290 6.503750 0.25 -0.05 0.14 0.23
H -16.438590 17.604410 7.263820 0.32 0.04 -0.16 -0.11
Cl -17.742820 11.235140 12.440170 0.18 -0.23 0.17 -0.12
C -19.349400 11.011900 11.733560 0.31 -0.08 0.20 -0.23
Cl -19.391470 11.687370 10.101890 -0.23 0.14 -0.10 -0.13
H -19.528060 9.939390 11.656770 -0.13 0.29 0.10 0.35
H -20.047700 11.530970 12.390110 -0.06 -0.16 -0.35 0.12
Cl -19.237600 20.136630 8.709790 -0.37 0.69 -0.12 -0.06
C -19.107800 21.068270 10.216830 1.17 -0.87 1.09 -0.19
Cl -17.454410 21.767370 10.408790 -0.69 -0.11 -0.14 -0.15
H -19.823070 21.849000 10.475590 -0.11 -0.15 -0.96 0.35
H -19.177810 20.269800 10.955510 0.02 0.36 0.16 0.06
Cl -15.056210 14.708150 16.304360 -0.20 -0.09 -0.44 -0.16
C -15.688380 13.594970 15.065270 -0.77 0.57 -0.31 0.29
Cl -15.052010 12.014930 15.282680 0.50 -1.30 0.13 -0.17
H -16.773350 13.528050 15.145620 0.15 0.21 0.26 0.18
H -15.467020 13.893010 14.040440 0.35 0.48 0.35 -0.12
Cl -17.433160 19.223760 17.533190 0.49 -0.71 -0.81 -0.16
C -17.210730 18.013780 16.185340 -1.57 0.56 -0.05 -0.27
Cl -15.655260 17.947720 15.386710 0.35 -0.05 0.59 -0.07
H -17.603560 17.082790 16.594050 0.90 -0.17 -0.03 0.35
H -17.882360 18.275130 15.367590 -0.10 0.36 0.35 0.14
Cl -17.720730 14.894680 8.426210 0.11 -0.11 -0.01 -0.13
C -16.229930 13.872460 8.557410 -1.39 0.01 0.90 0.28
Cl -15.226220 14.062080 7.183950 0.76 0.19 -0.61 -0.13
H -15.783250 14.202950 9.495140 0.26 -0.21 -0.35 -0.24
H -16.587970 12.844030 8.604820 0.16 0.19 0.14 0.25
Cl -14.336780 15.517910 11.425410 -0.55 -0.56 -0.19 -0.11
C -13.494930 16.653930 12.468470 -0.25 -0.24 0.05 0.07
Cl -12.357390 15.771460 13.523170 0.04 0.52 -0.39 -0.14
H -13.075810 17.321030 11.715190 0.61 0.19 0.86 0.33
H -14.216830 17.120760 13.138580 0.12 0.08 -0.34 -0.16
Cl -16.702390 21.255130 14.874330 1.12 0.29 0.38 -0.13
C -15.024260 21.642310 15.472420 -0.10 0.00 -0.19 -0.21
Cl -14.987720 22.450460 17.060100 -0.23 -0.08 -0.49 -0.16
H -14.400080 20.756490 15.589970 -0.61 -0.19 -0.15 0.17
H -14.570070 22.278450 14.712730 -0.24 0.11 0.29 0.33

36
Properties=species:S:1:pos:R:3:forces:R:3:mulliken_charge:R:1 method="wB97M-V/def2-TZVPD" de_lowest_kcal_mol=314.8 smiles="O=C(CSc1nnc(NC(=O)c2ccc(F)cc2F)s1)NC1CC1"
O 3.032130 0.308232 2.370711 3.85 0.07 -4.69 -0.71
C 3.791263 0.399274 1.272408 -5.01 -1.48 5.98 0.48
C 4.109722 1.596738 0.649255 1.56 9.11 6.82 -0.50
S 3.934640 1.867424 -0.933640 1.45 0.42 -6.73 -0.22
C 2.445722 1.077093 -1.227860 1.30 5.92 5.26 0.34
N 2.109857 0.294276 -2.091526 10.12 -0.11 -1.69 0.07
N 0.983113 0.078184 -2.254766 -15.19 -3.11 0.95 -0.77
C 0.126964 0.620721 -1.184372 1.30 0.69 -3.19 0.16
N -1.222093 0.316431 -1.221657 0.38 3.79 4.36 -0.10
C -2.030029 1.120954 -0.063003 4.01 0.06 -1.95 0.72
O -1.393627 1.994270 0.525946 -2.25 -2.23 -1.03 -0.68
C -3.423592 0.760945 0.073796 1.86 -4.12 -7.62 0.28
C -4.143587 1.396520 0.980999 7.80 3.67 1.73 -0.25
C -5.375393 1.406114 1.052865 -10.71 -5.70 -0.58 -0.67
C -6.071620 0.124694 0.309699 0.66 7.49 2.50 0.25
F -7.422901 0.085251 0.376954 1.25 -0.89 0.11 -0.26
C -5.348207 -0.407111 -0.670290 -1.84 -1.57 -2.30 -0.38
C -4.081891 -0.047485 -1.093344 1.79 -0.87 5.95 0.16
F -3.500921 -1.082471 -1.830438 -0.10 2.31 0.29 -0.29
S 1.052927 1.933935 -0.281170 -0.55 -4.43 -2.52 0.04
N 4.203149 -0.534722 0.487568 -1.88 -7.32 0.94 -0.17
C 3.681126 -2.007285 0.703000 -6.58 2.75 -6.09 -0.41
C 2.963076 -2.857919 -0.552780 -2.32 16.99 8.04 -1.07
C 2.102851 -2.360505 0.862239 2.04 0.89 -2.26 -0.15
H 5.152069 2.045075 1.059751 -1.93 -1.27 -1.24 0.33
H 3.457058 2.537102 1.085843 1.20 -2.64 0.09 0.31
H -1.599785 -0.452423 -1.733795 0.07 -0.42 -0.24 0.23
H -3.473806 2.112957 1.522746 -0.98 -0.49 0.01 0.34
H -5.935407 1.915844 1.784115 -0.75 0.67 0.51 0.44
H -5.929316 -1.114611 -1.237446 0.20 -0.51 -0.50 0.42
H 4.456907 -0.334455 -0.434643 0.61 0.45 -1.39 0.32
H 4.237144 -2.343100 1.385788 4.32 -3.60 4.89 0.64
H 3.097144 -3.701914 -0.648679 2.75 -14.98 -1.80 0.55
H 2.817917 -2.170294 -1.321693 -0.47 0.56 -1.39 0.27
H 1.743332 -3.156003 1.674617 1.03 2.04 -2.07 0.25
H 1.454075 -1.421747 0.602811 0.99 -2.16 0.86 0.02

14
Properties=species:S:1:pos:R:3:forces:R:3:mulliken_charge:R:1 method="wB97M-V/def2-TZVPD" de_lowest_kcal_mol=57.5 total_charge=+1
C -0.178182 2.770087 -2.550531 0.49 -0.88 0.04 0.11
C 0.383416 0.682598 0.054636 0.70 0.61 -0.74 0.65
C -0.580996 -1.309537 1.770420 -2.89 -0.38 0.85 -0.94
C 0.462103 -1.632498 0.829475 0.92 -1.06 3.76 0.28
C 0.160778 0.669104 -1.309299 0.00 -3.30 -0.29 -0.58
N -0.019798 1.760116 -1.996935 -0.63 3.35 -1.38 0.01
O 0.396792 1.281414 1.053862 0.01 0.00 -0.15 -0.41
O 1.049082 -0.874352 0.113751 0.73 1.66 -1.82 -0.27
H -0.002579 3.668811 -3.159895 -0.27 -0.70 0.61 0.41
H -1.220698 -2.193011 1.649174 -0.48 -0.08 -0.07 0.35
H -1.242290 -0.421675 1.507658 1.18 -1.04 0.81 0.33
H -0.372113 -1.493069 2.895858 0.35 0.84 -1.88 0.34
H 0.970759 -2.565941 0.983267 -0.11 -1.07 -0.34 0.44
H 0.193725 -0.342048 -1.841442 -0.01 2.05 0.60 0.29

Number 1: strongest force on any atom 4.42 eV/Å. Number 2: strongest force on any atom 3.63 eV/Å. Number 3: strongest force on any atom 0.42 eV/Å. Number 4: strongest force on any atom 1.33 eV/Å. Number 5: strongest force on any atom 1.82 eV/Å. Number 6: strongest force on any atom 18.94 eV/Å. Number 7: strongest force on any atom 4.02 eV/Å.